Here is a structure of composition C3H12AlN6O3 from OMol25. Energies are from ωB97M-V/def2-TZVPD.

Summary:
**Calculated total energy**: -917.04014 a.u.
**Energy above the lowest of the compared OMol25 structures with the same formula, charge and spin**: 5.563 eV
**Total charge**: +3
**Lowest unoccupied orbital energy**: -16.99 eV
**Frontier orbital gap**: 2.9 eV

```
25
Properties=species:S:1:pos:R:3:forces:R:3
Al 0.447 2.109 -0.921 -0.427 -1.972 0.867
C -0.713 2.408 2.770 -0.409 1.630 1.304
O -0.327 1.847 1.702 0.277 -0.701 -1.500
N -1.071 3.706 2.802 0.574 -0.969 -0.807
N -0.807 1.753 3.936 0.251 -0.120 -0.479
H -0.951 4.201 1.935 -0.229 0.468 0.278
H -1.380 4.173 3.640 -0.037 0.123 -0.101
H -0.604 0.771 4.033 0.091 0.047 -0.041
H -1.129 2.264 4.746 -0.171 -0.264 0.078
C -1.105 -1.232 0.174 0.487 -1.965 1.089
O -0.466 -0.442 -0.591 0.070 1.725 -0.693
N -2.337 -1.706 -0.072 1.093 0.707 -0.195
N -0.417 -1.795 1.199 -0.215 0.796 -0.491
H -2.757 -1.471 -0.960 -0.326 -0.113 0.119
H -2.545 -2.579 0.391 -0.658 -0.010 -0.228
H 0.529 -1.476 1.333 0.015 -0.131 0.137
H -0.782 -2.521 1.799 -0.026 0.045 0.037
C 1.975 -0.752 -3.245 -0.579 -2.357 -0.679
O 1.852 0.294 -2.591 0.202 1.479 0.838
N 3.041 -1.577 -3.049 0.204 0.393 0.943
N 1.097 -1.249 -4.137 -0.365 0.180 0.104
H 3.712 -1.389 -2.312 -0.071 0.307 -0.068
H 3.206 -2.451 -3.535 -0.065 0.306 -0.538
H 1.301 -2.088 -4.662 0.118 0.073 -0.035
H 0.229 -0.797 -4.385 0.198 0.320 0.064
```
Positions in Å, forces in eV/Å.



Here is a cluster of 4 separate species, C3H12BrN6O3 in total from OMol25. Energies are from ωB97M-V/def2-TZVPD.

Summary:
**Calculated total energy**: -3250.05602 a.u.
**Energy above the lowest of the compared OMol25 structures with the same formula, charge and spin**: 0.000 eV
**Total charge**: -1
**Lowest unoccupied orbital energy**: 3.18 eV
**Frontier orbital gap**: 9.3 eV

```
25
Properties=species:S:1:pos:R:3:forces:R:3
Br 0.659 0.521 0.879 0.124 0.013 -0.134
C -1.287 2.407 -2.169 -0.423 0.318 -0.329
O -1.966 3.010 -3.000 0.108 -0.105 0.146
N -1.685 1.257 -1.576 0.028 -0.549 0.278
N -0.069 2.861 -1.761 0.235 -0.070 0.010
H -1.094 0.770 -0.913 0.024 0.174 0.085
H -2.627 0.935 -1.680 -0.029 0.190 -0.254
H 0.317 3.638 -2.262 0.007 0.019 0.010
H 0.476 2.354 -1.081 -0.005 0.036 0.096
C 1.705 -1.788 -2.548 -0.083 0.546 0.284
O 1.575 -2.614 -3.441 -0.008 0.059 -0.046
N 1.531 -2.085 -1.227 0.157 -0.579 -0.283
N 2.002 -0.466 -2.778 0.129 -0.455 0.159
H 1.710 -1.462 -0.453 -0.349 0.183 -0.150
H 1.126 -2.987 -1.058 0.112 -0.014 0.174
H 2.182 -0.174 -3.718 -0.002 0.049 -0.005
H 2.085 0.166 -2.001 -0.097 0.164 -0.103
C -0.999 -0.981 4.336 0.290 0.046 0.710
O -1.321 -1.418 5.438 -0.116 -0.105 -0.268
N -1.562 -1.378 3.162 -0.015 0.147 -0.285
N -0.026 -0.043 4.178 0.075 0.321 -0.465
H -2.254 -2.100 3.164 0.014 -0.025 0.116
H -1.167 -1.046 2.293 -0.074 -0.088 -0.067
H 0.514 0.277 4.957 -0.212 -0.152 0.202
H 0.175 0.346 3.261 0.111 -0.124 0.120
```
Positions in Å, forces in eV/Å.



Here is a cluster of 2 separate species, C3H12ClNSi2 in total from OMol25. Energies are from ωB97M-V/def2-TZVPD.

Summary:
**Calculated total energy**: -1215.36289 a.u.
**Energy above the lowest of the compared OMol25 structures with the same formula, charge and spin**: 4.594 eV
**Lowest unoccupied orbital energy**: -0.76 eV
**Frontier orbital gap**: 8.0 eV

```
19
Properties=species:S:1:pos:R:3:forces:R:3
C -0.139 -2.027 -0.069 -2.860 0.518 -1.304
C -1.177 0.476 -1.105 -0.421 -1.376 -2.811
C -0.680 -0.846 0.688 -1.570 -0.819 1.111
N -0.506 0.402 0.065 2.066 0.126 2.043
Si -0.111 1.793 0.944 -0.084 0.182 0.004
Si 2.733 0.852 -0.979 -0.138 0.549 -0.173
Cl 4.002 0.537 0.626 0.205 0.037 0.315
H 0.303 -2.749 0.537 0.840 -1.192 0.858
H -0.991 -2.454 -0.661 0.837 -0.121 0.542
H 0.485 -1.601 -0.791 1.621 0.028 -1.025
H -0.659 -0.217 -1.782 -0.979 -0.266 -0.543
H -2.250 0.333 -1.038 -0.431 -0.403 -0.047
H -1.001 1.387 -1.534 0.139 2.685 -1.380
H -1.766 -1.003 0.881 0.234 0.036 -0.078
H -0.276 -0.760 1.649 0.907 -0.228 1.581
H 0.664 1.324 2.082 0.679 0.149 0.167
H -1.331 2.256 1.490 -1.210 0.929 0.757
H 0.368 2.861 0.031 0.302 -0.171 0.185
H 2.333 -0.565 -1.032 -0.139 -0.663 -0.201
```
Positions in Å, forces in eV/Å.



Here is a structure of composition C3H12F6MnN3O9S2 from OMol25. Energies are from ωB97M-V/def2-TZVPD.

Summary:
**Calculated total energy**: -3509.42489 a.u.
**Energy above the lowest of the compared OMol25 structures with the same formula, charge and spin**: 0.000 eV
**Expectation value of S²**: 8.75
**Spin multiplicity**: 6
**Total charge**: +1
**Lowest unoccupied orbital energy (alpha / beta)**: -3.19 / -3.21 eV
**Frontier orbital gap (alpha / beta)**: 9.8 / 10.7 eV

```
36
Properties=species:S:1:pos:R:3:forces:R:3
Mn -0.093 -0.163 0.336 -0.326 -0.837 -0.026
C -0.047 3.674 -0.896 0.007 -0.114 -0.487
F -0.120 4.694 -1.735 0.113 -0.127 0.299
F 1.230 3.390 -0.629 -0.346 0.089 0.052
F -0.673 3.971 0.233 0.051 0.097 -0.034
S -0.907 2.206 -1.734 -0.186 -0.509 -0.169
O -2.098 1.946 -0.964 0.168 0.145 0.358
O -1.071 2.523 -3.106 0.282 0.209 -0.019
N 0.095 0.913 -1.463 -0.457 1.335 -0.739
S 1.355 0.780 -2.472 0.728 -0.276 0.108
O 1.751 2.001 -3.081 -0.176 0.116 -0.016
O 2.332 -0.015 -1.777 -0.060 -0.132 0.002
C 0.747 -0.290 -3.865 -0.241 -0.082 0.271
F 0.583 -1.559 -3.439 0.037 0.260 -0.169
F -0.417 0.154 -4.315 0.170 -0.141 -0.043
F 1.650 -0.270 -4.822 0.023 -0.052 -0.076
O -2.219 -0.514 -0.186 -0.360 -0.379 -0.023
H -2.955 -1.097 0.027 0.148 -0.112 0.119
H -2.589 0.211 -0.722 0.214 0.233 0.104
O -0.616 1.507 1.619 0.260 0.069 0.469
H 0.075 1.617 2.285 -0.030 0.160 -0.054
H -1.454 1.639 2.080 -0.092 0.032 -0.232
O 1.959 -0.092 1.015 0.497 0.132 0.293
H 2.678 0.226 0.446 -0.204 -0.040 -0.272
H 2.334 -0.804 1.546 -0.085 0.012 0.051
O 0.331 -2.096 -0.732 -0.194 -0.338 0.174
H -0.281 -2.485 -1.367 -0.007 0.138 -0.071
H 1.137 -2.620 -0.791 0.112 0.176 -0.047
C -0.288 -2.122 3.122 -0.072 -0.903 -0.580
O -0.248 -1.417 2.096 -0.193 -0.147 0.941
N -0.343 -3.500 3.028 0.135 0.987 0.582
N -0.221 -1.627 4.381 0.119 0.096 -0.336
H -0.913 -3.944 2.331 0.174 0.107 -0.263
H -0.117 -4.032 3.851 -0.252 -0.118 -0.016
H -0.046 -0.649 4.526 -0.028 0.018 -0.107
H -0.541 -2.155 5.173 0.071 -0.101 -0.044
```
Positions in Å, forces in eV/Å.



Here is a cluster of 2 separate species, C3H12N in total from OMol25. Energies are from ωB97M-V/def2-TZVPD.

Summary:
**Calculated total energy**: -176.12520 a.u.
**Energy above the lowest of the compared OMol25 structures with the same formula, charge and spin**: 0.000 eV
**Expectation value of S²**: 0.75
**Spin multiplicity**: 2
**Lowest unoccupied orbital energy (alpha / beta)**: 1.32 / 0.56 eV
**Frontier orbital gap (alpha / beta)**: 5.6 / 11.8 eV

```
16
Properties=species:S:1:pos:R:3:forces:R:3
N 1.513 1.838 -2.188 -0.627 -0.534 -0.088
H 2.093 2.174 -2.977 0.503 0.104 0.127
H 0.740 2.528 -2.081 -0.209 -0.156 -0.041
H 1.134 0.875 -2.485 0.092 0.625 0.354
H 2.003 1.781 -1.259 0.255 -0.030 -0.370
C -1.898 -0.528 1.348 0.696 0.981 -1.112
C -0.443 -0.225 0.913 0.012 -2.178 0.946
C 0.349 -1.536 0.836 -0.053 -0.482 -0.961
H -2.312 -1.274 0.661 0.025 0.079 0.065
H -2.386 0.428 1.121 -0.705 -0.370 0.742
H -2.024 -0.912 2.357 0.055 0.390 0.123
H 0.117 0.427 1.588 -0.460 0.416 -0.196
H -0.485 0.141 -0.104 0.115 0.589 -0.100
H 1.303 -1.357 0.330 0.140 -0.181 0.358
H 0.483 -2.117 1.752 0.145 0.580 0.245
H -0.188 -2.242 0.188 0.015 0.166 -0.093
```
Positions in Å, forces in eV/Å.



Here is a cluster of 2 separate species, C3H12N2 in total from OMol25. Energies are from ωB97M-V/def2-TZVPD.

Summary:
**Calculated total energy**: -230.89545 a.u.
**Energy above the lowest of the compared OMol25 structures with the same formula, charge and spin**: 1.458 eV
**Expectation value of S²**: 0.75
**Spin multiplicity**: 2
**Total charge**: -1
**Lowest unoccupied orbital energy (alpha / beta)**: 2.82 / 2.79 eV
**Frontier orbital gap (alpha / beta)**: 1.2 / 7.8 eV

```
17
Properties=species:S:1:pos:R:3:forces:R:3
C 5.428 3.663 0.961 0.863 -0.501 1.085
N 5.765 2.282 1.390 -0.338 -0.079 -0.314
H 6.211 4.266 1.425 -0.069 0.661 -0.471
H 4.500 4.086 1.338 -0.297 -0.438 -0.168
H 5.497 3.707 -0.120 -0.211 0.265 -0.131
H 6.734 2.317 1.651 0.265 -0.387 0.147
H 5.263 1.880 2.173 -0.210 0.477 -0.150
C -3.343 -3.004 -0.104 0.969 0.499 -0.978
N -3.377 -1.787 -0.939 -0.956 0.820 0.651
C -4.575 -1.639 -1.765 -0.537 -0.914 -0.003
H -3.946 -2.905 0.803 -0.099 -0.327 -0.015
H -3.603 -3.874 -0.706 -0.330 -0.035 0.172
H -2.269 -3.119 0.106 -0.245 -0.300 0.570
H -3.528 -1.040 -0.250 0.634 -0.006 -0.217
H -4.525 -2.340 -2.608 -0.034 0.262 -0.089
H -4.707 -0.611 -2.107 0.345 0.088 -0.179
H -5.526 -1.881 -1.249 0.250 -0.085 0.089
```
Positions in Å, forces in eV/Å.



Here is a cluster of 2 separate species, C3H12N2O in total from OMol25. Energies are from ωB97M-V/def2-TZVPD.

Summary:
**Calculated total energy**: -306.18700 a.u.
**Energy above the lowest of the compared OMol25 structures with the same formula, charge and spin**: 0.266 eV
**Expectation value of S²**: 0.75
**Spin multiplicity**: 2
**Total charge**: -1
**Lowest unoccupied orbital energy (alpha / beta)**: 4.16 / 4.29 eV
**Frontier orbital gap (alpha / beta)**: 2.9 / 9.6 eV

```
18
Properties=species:S:1:pos:R:3:forces:R:3
N 1.888 0.080 1.224 -0.085 0.029 -0.331
C 1.309 0.994 0.226 0.323 0.167 -0.323
C -0.208 1.069 0.301 0.579 -0.751 -0.466
N -0.795 0.007 -0.508 -0.731 -0.594 0.238
C -2.243 -0.112 -0.346 0.171 0.005 0.681
H 2.867 0.319 1.305 0.180 -0.092 0.096
H 1.857 -0.864 0.835 -0.038 0.103 0.169
H 1.597 0.722 -0.798 -0.172 -0.150 -0.002
H 1.760 1.986 0.339 -0.210 -0.004 0.404
H -0.558 2.033 -0.035 -0.294 0.647 0.020
H -0.506 0.883 1.330 -0.126 0.255 0.175
H -0.640 0.116 -1.513 0.434 0.288 0.145
H -2.646 -0.633 -1.208 -0.214 0.074 -0.188
H -2.730 0.862 -0.187 -0.089 -0.009 -0.358
H -2.506 -0.695 0.550 0.209 0.023 -0.100
H 0.690 -2.560 -1.220 -0.124 0.211 0.139
H 0.092 -1.769 -0.032 0.112 0.018 -0.588
O 0.772 -2.437 -0.263 0.076 -0.220 0.289
```
Positions in Å, forces in eV/Å.



Here is a cluster of 2 separate species, C3H12N2O in total from OMol25. Energies are from ωB97M-V/def2-TZVPD.

Summary:
**Calculated total energy**: -306.20953 a.u.
**Energy above the lowest of the compared OMol25 structures with the same formula, charge and spin**: 0.936 eV
**Lowest unoccupied orbital energy**: 0.89 eV
**Frontier orbital gap**: 9.7 eV

```
18
Properties=species:S:1:pos:R:3:forces:R:3
N -2.472 -1.245 0.522 0.433 1.125 -0.337
C -1.191 -0.936 -0.159 1.421 -0.358 1.773
C -0.061 -0.526 0.864 -0.105 0.086 0.163
N 0.815 0.538 0.401 0.288 0.119 -0.535
C 2.257 0.272 0.379 -0.646 0.243 0.450
H -2.899 -0.324 0.617 -0.451 -0.222 -0.164
H -2.228 -1.421 1.490 -0.070 -0.544 0.111
H -1.241 -0.135 -0.887 -0.427 -0.195 -0.269
H -0.731 -1.845 -0.551 -0.713 0.030 -0.780
H 0.517 -1.420 1.073 0.445 -0.174 -0.219
H -0.437 -0.314 1.867 -0.596 0.401 0.004
H 0.640 1.428 0.852 -0.142 -0.258 0.025
H 2.431 -0.761 0.094 0.091 -0.030 0.061
H 2.739 0.510 1.333 0.087 -0.381 0.151
H 2.716 0.917 -0.344 0.337 0.264 -0.564
H -0.184 1.599 -3.280 -0.041 0.004 -0.033
H -0.032 1.727 -1.768 -0.218 -0.051 -0.132
O -0.636 1.936 -2.501 0.307 -0.059 0.296
```
Positions in Å, forces in eV/Å.